#P
The molecule C2H6N6, computed with ωB97M-V with the def2-TZVPD basis set.

Each line ends with the Löwdin charge.
Cartesian coordinates (Å):
C -0.88 1.70 0.95  -0.16
C -0.07 0.26 -0.74  -0.36
H -1.48 2.55 0.60  0.07
H -1.49 0.97 1.37  0.04
H 0.08 1.90 1.52  0.10
H 0.28 0.44 -2.78  0.07
H -0.48 -2.22 1.16  0.09
H 1.10 -1.85 1.60  0.15
N -0.43 1.44 -0.36  -0.02
N 0.34 -0.07 -2.02  0.11
N 1.32 -1.17 -1.88  0.03
N 1.28 -1.63 -0.66  0.06
N 0.28 -0.88 0.03  -0.18
N 0.16 -1.44 1.20  0.01

Values from the calculation:
Orbital gap: 9.10 eV
HOMO: -8.27 eV
Structure (SMILES): C/N=c1/[nH]nnn1N

***

#Q
The molecule C2H6N6, computed with ωB97M-V with the def2-TZVPD basis set.

Each line ends with the Löwdin charge.
Cartesian coordinates (Å):
C 0.24 -0.66 -0.10  -0.43
C -2.38 -0.04 -0.11  -0.30
H 3.23 -0.06 -0.69  0.17
H 2.16 0.69 0.99  0.18
H 1.95 -1.69 0.43  0.16
H -3.37 0.35 0.10  0.11
H -1.88 1.72 0.46  0.16
H 0.56 1.33 -0.33  0.10
N 2.30 0.30 -0.14  -0.09
N 1.60 -0.89 -0.13  -0.11
N -0.71 -1.54 -0.17  0.02
N -2.09 -1.22 -0.01  0.02
N -1.48 1.02 -0.30  0.00
N -0.13 0.67 0.01  0.01

Values from the calculation:
Orbital gap: 8.12 eV
HOMO: -7.62 eV
Structure (SMILES): NNC1=NN=CNN1

***

Among the structures shown above, #P is the most stable, with the second-best lying 14.5 kJ/mol higher.